{
  "formula": "C6H8S",
  "method": "ωB97M-V/def2-TZVPD",
  "smiles": "S=C1C[C@H]2C[C@@H]1C2",
  "homo_energy_ev": -8.393,
  "total_energy_ev": -17185.43549,
  "gap_ev": 8.66,
  "de_lowest_kj_mol": 99.90,
  "species": ["S", "C", "C", "C", "C", "C", "C", "H", "H", "H", "H", "H", "H", "H", "H"],
  "positions_angstrom": [[2.9872, -0.1619, -0.0030], [-0.8294, 0.6697, 0.0483], [1.3779, -0.0588, -0.0729], [0.5607, 1.2509, -0.0490], [-0.7107, -0.4826, -1.0392], [0.2888, -1.0890, -0.0489], [-0.6219, -0.4500, 1.0532], [0.8159, 1.8432, -0.9470], [-0.1074, -0.2159, 1.9756], [-0.3290, -0.2529, -2.0284], [-1.6697, -1.0387, -1.1352], [0.5960, -2.1072, 0.0530], [-1.5154, -1.0296, 1.2962], [0.9155, 1.8380, 0.8319], [-1.7584, 1.2849, 0.0655]],
  "nbo_charge": [0.0440, -0.2233, -0.0178, -0.5030, -0.3779, -0.3183, -0.3753, 0.2379, 0.2026, 0.2050, 0.2169, 0.2313, 0.2182, 0.2354, 0.2243]
}

{
  "formula": "C24H55InNO8S6",
  "method": "ωB97M-V/def2-TZVPD",
  "charge": -1,
  "homo_energy_ev": -3.720,
  "total_energy_ev": -113827.97877,
  "gap_ev": 4.81,
  "species": ["In", "S", "S", "S", "S", "S", "S", "O", "O", "O", "O", "O", "O", "O", "O", "N", "C", "C", "C", "C", "C", "C", "C", "C", "C", "C", "C", "C", "C", "C", "C", "C", "C", "C", "C", "C", "C", "C", "C", "C", "H", "H", "H", "H", "H", "H", "H", "H", "H", "H", "H", "H", "H", "H", "H", "H", "H", "H", "H", "H", "H", "H", "H", "H", "H", "H", "H", "H", "H", "H", "H", "H", "H", "H", "H", "H", "H", "H", "H", "H", "H", "H", "H", "H", "H", "H", "H", "H", "H", "H", "H", "H", "H", "H", "H"],
  "positions_angstrom": [[3.2334, 0.5131, -1.2759], [-6.1780, -2.6311, 1.7309], [-8.7755, -5.7692, 3.0704], [-10.7707, -2.5085, -0.6736], [9.7622, 2.2988, 2.2532], [5.5966, 7.3606, -0.7751], [-3.4033, 0.2223, -1.6743], [4.0854, -2.7230, -0.4078], [-2.2373, 0.8226, -2.3799], [6.8469, 7.1887, 0.0174], [8.3293, 2.1272, 2.6051], [-5.5646, -1.3994, 1.1675], [-9.3162, -2.2420, -0.8712], [2.0762, -2.4802, -1.3805], [-9.8459, -4.7306, 3.0179], [2.4833, 2.4988, -1.4553], [-7.6722, -5.3365, 4.4268], [-4.8512, -3.5938, 2.4850], [7.1040, 2.0112, -2.7893], [1.3930, 2.6356, -2.4391], [5.7283, 8.9312, -1.6539], [7.9628, 3.0935, -2.3139], [7.9107, 3.6332, -0.9686], [2.3888, -2.3119, 1.1884], [5.7309, 6.3148, -2.2354], [-3.6440, -1.4346, -2.3410], [-0.0499, 2.6142, -1.7771], [6.1530, 1.4262, -1.8499], [10.3566, 0.7163, 1.6320], [1.7632, -1.1131, -1.8501], [-11.2923, -1.5968, 0.7897], [-4.8950, 0.9341, -2.3937], [6.9517, 3.0450, -0.0379], [-10.9208, -4.1440, 0.0618], [-6.4804, -3.7602, 0.3613], [2.9038, -2.5028, -0.2831], [6.0932, 1.9363, -0.4803], [5.2199, 0.2703, -2.3531], [-9.4790, -7.2302, 3.8547], [10.6998, 2.2656, 3.7947], [-10.2339, -7.6481, 3.1892], [10.1151, -0.0764, 2.3418], [9.8635, 0.5152, 0.6808], [2.2256, -1.2415, 1.4538], [-0.4403, 1.5527, -1.6863], [-0.7353, 3.1971, -2.4583], [1.4959, 3.6744, -2.8957], [-10.6027, -4.8826, -0.6746], [1.4603, -2.9098, 1.3869], [5.0246, 0.3451, -3.4523], [-5.5669, -3.8898, -0.2216], [5.7108, 5.2709, -1.9190], [-4.0397, -3.7330, 1.7694], [-11.9611, -4.3302, 0.3323], [-2.7956, -2.0507, -2.0431], [3.1739, -2.7240, 1.8785], [6.6680, 8.9704, -2.2068], [8.5713, 4.4540, -0.6181], [-0.0676, 3.1121, -0.7739], [-7.2589, -3.3295, -0.2703], [1.7072, -1.2000, -2.9735], [-9.9425, -6.9558, 4.8033], [-12.3213, -1.8622, 1.0360], [-10.6325, -1.8296, 1.6269], [-4.8717, 0.8281, -3.4794], [11.7680, 2.2689, 3.5717], [5.6302, -0.7460, -2.1345], [5.4131, 1.5249, 0.3004], [7.2172, 1.6696, -3.8402], [-8.2487, -5.1802, 5.3393], [6.8563, 3.3959, 1.0154], [11.4357, 0.7678, 1.4771], [4.8861, 6.5066, -2.8989], [-4.4799, -3.0480, 3.3524], [2.2288, 2.8842, -0.5468], [1.5040, 1.9091, -3.2824], [-11.2369, -0.5311, 0.5685], [3.6089, 0.2766, 0.4865], [-5.7722, 0.4307, -1.9840], [-3.6986, -1.3931, -3.4301], [0.7297, -0.8338, -1.5127], [4.8843, 9.0377, -2.3369], [-8.6934, -7.9688, 4.0192], [6.6695, 6.5169, -2.7539], [-4.9295, 1.9912, -2.1327], [-5.2396, -4.5617, 2.8058], [-6.8197, -4.7223, 0.7501], [8.6968, 3.5521, -3.0239], [10.4378, 1.3769, 4.3708], [-4.5623, -1.8602, -1.9329], [-10.2842, -4.2143, 0.9457], [10.4474, 3.1571, 4.3679], [-7.1516, -4.4163, 4.1643], [-6.9442, -6.1360, 4.5729], [5.7044, 9.7374, -0.9211]],
  "lowdin_charge": [0.6946, 0.7880, 0.8019, 0.8108, 0.7949, 0.8006, 0.8281, 0.0661, -0.5585, -0.5649, -0.5390, -0.5470, -0.5595, -0.1519, -0.5535, -0.2173, -0.2598, -0.2700, -0.0654, -0.4188, -0.2881, -0.1299, -0.1341, -0.0302, -0.2617, -0.2662, -0.1324, -0.2881, -0.2661, -0.2420, -0.2645, -0.2684, -0.0916, -0.2716, -0.2575, -0.5777, -0.0591, -0.2383, -0.2648, -0.2823, 0.0510, 0.0561, 0.0544, 0.0426, 0.0336, 0.0595, 0.0761, 0.0512, 0.0714, 0.0223, 0.0556, 0.0414, 0.0612, 0.0560, 0.0509, 0.0823, 0.0515, 0.0873, 0.0639, 0.0237, 0.0469, 0.0590, 0.0518, 0.0586, 0.0532, 0.0457, 0.0353, 0.0454, 0.0927, 0.0624, 0.0864, 0.0476, 0.0537, 0.0540, -0.0075, 0.0869, 0.0495, -0.0431, 0.0500, 0.0553, 0.0360, 0.0466, 0.0545, 0.0575, 0.0473, 0.0312, 0.0341, 0.0800, 0.0530, 0.0351, 0.0110, 0.0455, 0.0269, 0.0595, 0.0412]
}

{
  "formula": "C9H25ClIN2OP2STb",
  "method": "ωB97M-V/def2-TZVPD",
  "charge": 2,
  "homo_energy_ev": [-14.233, -14.250],
  "spin_multiplicity": 7,
  "total_energy_ev": -87226.57974,
  "gap_ev": [6.62, 6.64],
  "de_lowest_kj_mol": 0.00,
  "species": ["Tb", "I", "Cl", "S", "P", "P", "O", "N", "N", "C", "C", "C", "C", "C", "C", "C", "C", "C", "H", "H", "H", "H", "H", "H", "H", "H", "H", "H", "H", "H", "H", "H", "H", "H", "H", "H", "H", "H", "H", "H", "H", "H", "H"],
  "positions_angstrom": [[-0.0066, -0.9208, -0.8174], [-0.0053, -0.4663, -3.5642], [-0.0252, -3.3726, -0.4283], [0.0064, 0.6487, 1.4875], [-2.6372, -0.0541, -0.4022], [2.6371, -0.0934, -0.4058], [0.0227, 2.9921, -5.5462], [-0.0028, -1.0864, 3.5888], [-0.0059, 1.1525, 4.0910], [3.3447, 1.1239, 0.7515], [-3.2002, -1.6147, 0.3971], [0.0076, 0.9244, -7.0826], [-0.0010, 0.1846, 3.1504], [3.7462, 0.0177, -1.8425], [-3.7463, 0.0706, -1.8376], [3.1785, -1.6632, 0.3900], [-3.3256, 1.1750, 0.7548], [0.0147, 1.9394, -6.0511], [3.8338, 1.0654, -2.1524], [4.2576, -1.7541, 0.2203], [-4.7354, -0.3061, -1.5549], [-3.1116, 2.1810, 0.3699], [4.7303, -0.3730, -1.5612], [-0.0008, 2.1220, 3.8128], [-4.4147, 1.0342, 0.8258], [-2.8636, 1.0815, 1.7465], [3.3298, -0.5625, -2.6723], [-3.3388, -0.5164, -2.6669], [0.0084, 1.4003, -8.0965], [2.9614, -1.6494, 1.4663], [-0.0033, 0.9633, 5.0832], [0.0016, -1.8831, 2.9602], [2.8806, 1.0375, 1.7428], [4.4312, 0.9656, 0.8230], [2.6666, -2.5267, -0.0576], [0.8983, 0.2885, -6.9163], [3.1472, 2.1333, 0.3669], [-3.8198, 1.1188, -2.1489], [-2.7021, -2.4862, -0.0506], [-2.9804, -1.6026, 1.4728], [-0.0070, -1.2985, 4.5866], [-0.8900, 0.2988, -6.9134], [-4.2810, -1.6899, 0.2297]],
  "mulliken_spin": [6.0242, 0.0061, -0.0117, 0.0038, -0.0111, -0.0110, -0.0006, 0.0006, -0.0010, -0.0004, 0.0033, -0.0026, 0.0030, -0.0020, -0.0021, 0.0033, -0.0005, -0.0018, 0.0000, -0.0004, -0.0003, -0.0004, -0.0003, -0.0007, -0.0013, 0.0003, 0.0001, 0.0001, -0.0003, 0.0008, -0.0006, 0.0007, 0.0003, -0.0012, 0.0013, 0.0003, -0.0004, 0.0000, 0.0014, 0.0008, 0.0001, 0.0003, -0.0004]
}